The following is a DFT calculation (ωB97M-V/def2-TZVPD) of a 17-piece molecular cluster, C35H82BrINO20P2S overall in a non-equilibrium geometry.

Element x y z (Å)
1 C -0.8079 -0.9353 2.7625
2 C -0.0243 -0.9452 1.4718
3 C 1.0726 0.2010 1.0597
4 C 2.5933 0.0275 1.7340
5 C 3.8080 1.1414 1.4500
6 C 3.4167 2.3930 0.4719
7 C 1.8979 2.5616 -0.2083
8 C 1.7115 3.9140 -1.1539
9 O 1.6094 3.8741 -2.4994
10 O 1.6179 5.2030 -0.3924
11 C 0.6666 1.4650 0.0726
12 C -0.8090 1.7294 -0.5887
13 I -2.0557 2.7608 0.9230
14 C -1.5234 0.4145 -1.2562
15 C -2.8771 -0.0765 -0.4056
16 S 4.7486 3.7195 0.1381
17 C 6.3501 2.8120 0.4905
18 C 7.7398 3.4046 -0.1979
19 C 9.1972 2.6501 0.0904
20 P 10.8136 3.3906 -0.6710
21 O 11.8516 3.7823 0.7170
22 Br 10.3474 5.3672 -1.7456
23 C 9.2057 1.2881 1.0604
24 P 10.9226 0.4955 1.3612
25 C 10.9088 -1.1301 0.3601
26 O 11.1553 0.0584 3.0517
27 C 7.7769 0.7309 1.7218
28 C 6.3104 1.4888 1.4519
29 N 5.1166 0.8972 2.1560
30 H -1.0179 0.0802 3.3426
31 H -1.2663 -1.9456 3.1773
32 H -0.2617 -1.8096 0.7166
33 H 2.8261 -0.9008 2.4328
34 H -0.6846 2.5221 -1.4727
35 H -0.7573 -0.4897 -1.2676
36 H -1.8924 0.6084 -2.3514
37 H -3.7477 0.6938 -0.6296
38 H -2.6671 -0.2411 0.7335
39 H -3.2806 -1.1228 -0.8161
40 H 7.6350 4.3711 -0.8645
41 H 12.4534 2.9616 0.7925
42 H 9.8545 -1.6487 0.4633
43 H 11.1595 -0.8502 -0.7726
44 H 11.7832 -1.8469 0.7203
45 H 10.4118 -0.5843 3.3000
46 H 7.8687 -0.2279 2.4021
47 H 5.2590 -0.1457 2.2954
48 C -2.0045 -4.1481 1.6252
49 O -1.7474 -3.8732 0.2604
50 H -2.8524 -3.5437 1.9558
51 H -2.2458 -5.2071 1.7453
52 H -1.1244 -3.8940 2.2211
53 H -0.9907 -4.4234 -0.0044
54 C -6.4485 3.2616 1.2879
55 O -5.7327 2.3694 0.4537
56 H -7.3033 2.7359 1.7196
57 H -5.7963 3.6134 2.0911
58 H -6.8050 4.1083 0.6962
59 H -4.9807 2.8636 0.0852
60 C 0.0142 2.1198 -4.8778
61 O -1.3661 2.1118 -4.5631
62 H 0.5683 1.6578 -4.0574
63 H 0.1830 1.5501 -5.7950
64 H 0.3530 3.1504 -5.0086
65 H -1.8316 2.5276 -5.3086
66 C 6.1070 3.2957 -3.5125
67 O 7.2994 3.8744 -3.0148
68 H 5.9032 2.3738 -2.9629
69 H 5.2767 3.9921 -3.3722
70 H 6.2282 3.0653 -4.5738
71 H 7.4542 4.6899 -3.5211
72 C -5.0762 -5.8825 -0.7862
73 O -4.7897 -4.5212 -1.0489
74 H -5.9666 -6.1732 -1.3485
75 H -4.2316 -6.5007 -1.1003
76 H -5.2625 -6.0169 0.2821
77 H -3.9955 -4.2922 -0.5368
78 C 6.1455 6.8464 -5.8594
79 O 6.6920 7.1269 -4.5838
80 H 6.0241 5.7657 -5.9641
81 H 5.1706 7.3312 -5.9537
82 H 6.8227 7.2117 -6.6352
83 H 6.7881 8.0924 -4.5201
84 C -8.1966 7.2556 0.7267
85 O -7.4808 6.3633 -0.1075
86 H -9.0515 6.7299 1.1584
87 H -7.5445 7.6074 1.5298
88 H -8.5532 8.1022 0.1350
89 H -6.7289 6.8575 -0.4760
90 C -7.8312 -8.4505 0.3142
91 O -7.5553 -7.3313 1.1361
92 H -6.9316 -8.7074 -0.2499
93 H -8.1221 -9.2991 0.9382
94 H -8.6367 -8.2030 -0.3815
95 H -8.3712 -7.1269 1.6240
96 C -1.9663 -8.6017 -1.1919
97 O -0.9476 -7.6314 -1.3499
98 H -2.0957 -8.8108 -0.1274
99 H -2.9034 -8.2176 -1.6022
100 H -1.6790 -9.5204 -1.7091
101 H -0.8554 -7.4665 -2.3037
102 C 3.5726 -0.1438 -2.2705
103 O 2.3843 -0.9115 -2.2149
104 H 4.3787 -0.7651 -2.6676
105 H 3.4213 0.7165 -2.9271
106 H 3.8368 0.1934 -1.2653
107 H 1.6875 -0.3342 -1.8590
108 C 10.6776 6.3175 -5.4269
109 O 9.4894 5.5499 -5.3713
110 H 11.4837 5.6962 -5.8240
111 H 10.5263 7.1778 -6.0835
112 H 10.9419 6.6548 -4.4217
113 H 8.7926 6.1271 -5.0154
114 C -9.1415 9.7360 3.7255
115 O -9.7038 8.8351 2.7893
116 H -9.0085 10.7089 3.2467
117 H -9.8142 9.8418 4.5802
118 H -8.1706 9.3596 4.0568
119 H -9.8100 7.9814 3.2424
120 C -6.9683 1.6893 4.9387
121 O -6.6818 3.0506 4.6759
122 H -7.8587 1.3986 4.3763
123 H -6.1237 1.0711 4.6245
124 H -7.1547 1.5549 6.0069
125 H -5.8876 3.2796 5.1880
126 C -7.1422 -7.9757 4.7822
127 O -6.1235 -7.0053 4.6241
128 H -7.2716 -8.1847 5.8467
129 H -8.0793 -7.5916 4.3719
130 H -6.8549 -8.8943 4.2650
131 H -6.0313 -6.8404 3.6703
132 C 3.8283 -3.7288 4.0381
133 O 4.1148 -2.3675 3.7753
134 H 2.9379 -4.0195 3.4758
135 H 4.6729 -4.3471 3.7240
136 H 3.6420 -3.8632 5.1064
137 H 4.9090 -2.1385 4.2875
138 C -9.3777 -12.0177 -1.0240
139 O -8.3590 -11.0474 -1.1820
140 H -9.5071 -12.2268 0.0405
141 H -10.3148 -11.6336 -1.4343
142 H -9.0904 -12.9364 -1.5412
143 H -8.2668 -10.8825 -2.1358

As for the largest force on an atom: 0.1604 Eh/bohr. The multiplicity is 1. The energy is -187594.4348 eV. The calculation puts the HOMO-LUMO gap at 6.217 eV. As for the total charge: -1. The value obtained for the HOMO energy is -4.835 eV.

Here are the Löwdin charges for atoms 1 to 99, given in e:
1. C -0.02
2. C -0.14
3. C -0.10
4. C 0.05
5. C -0.16
6. C -0.31
7. C 0.01
8. C -0.45
9. O -0.15
10. O -0.27
11. C -0.14
12. C -0.62
13. I 0.82
14. C -0.25
15. C -0.20
16. S 0.86
17. C -0.38
18. C -0.06
19. C -0.36
20. P 0.54
21. O -0.47
22. Br 0.24
23. C -0.34
24. P 0.83
25. C -0.33
26. O -0.39
27. C -0.01
28. C -0.14
29. N -0.01
30. H 0.07
31. H 0.04
32. H 0.09
33. H 0.07
34. H 0.10
35. H 0.10
36. H 0.11
37. H 0.05
38. H 0.03
39. H 0.08
40. H 0.06
41. H 0.02
42. H 0.05
43. H 0.06
44. H 0.05
45. H 0.05
46. H 0.07
47. H 0.12
48. C -0.17
49. O -0.14
50. H 0.09
51. H 0.08
52. H 0.06
53. H 0.09
54. C -0.16
55. O -0.17
56. H 0.07
57. H 0.07
58. H 0.06
59. H 0.01
60. C -0.17
61. O -0.14
62. H 0.07
63. H 0.07
64. H 0.08
65. H 0.08
66. C -0.15
67. O -0.19
68. H 0.07
69. H 0.08
70. H 0.07
71. H 0.05
72. C -0.16
73. O -0.12
74. H 0.08
75. H 0.05
76. H 0.07
77. H 0.05
78. C -0.15
79. O -0.13
80. H 0.08
81. H 0.08
82. H 0.08
83. H 0.09
84. C -0.18
85. O -0.14
86. H 0.07
87. H 0.07
88. H 0.08
89. H 0.09
90. C -0.17
91. O -0.14
92. H 0.08
93. H 0.07
94. H 0.08
95. H 0.08
96. C -0.17
97. O -0.13
98. H 0.08
99. H 0.06